Formula: C24H40ClF3N4O2Pt
Source: the Open Molecules 2025 dataset
Level of theory: ωB97M-V/def2-TZVPD

Properties
net charge	-2
Kohn-Sham gap (alpha / beta)	0.043 / 0.226	hartree
2S+1	5

Last column: Mulliken spin population.
Positions of all 75 atoms, in Å:
Pt (0.32024, 0.17066, 2.01520)  1.697
Cl (1.19768, -0.85604, 0.13305)  0.109
C (0.24871, 1.25504, 5.90459)  -0.071
C (0.19626, 1.10053, 3.67526)  0.700
N (0.78337, 0.63328, 4.81027)  0.194
H (-1.24991, 2.86629, 5.97911)  0.019
N (-0.58407, 2.13429, 4.07664)  0.168
H (0.54767, 1.00394, 6.90579)  0.010
C (1.75783, -0.46197, 4.82727)  -0.226
C (2.39734, -0.53677, 6.19698)  0.064
C (1.05277, -1.77957, 4.56152)  -0.035
H (1.65783, -0.79035, 6.96351)  0.000
H (3.14464, -1.33590, 6.18881)  0.000
H (2.90459, 0.39245, 6.47368)  0.015
H (3.49337, -1.02688, 3.71755)  -0.010
H (3.29745, 0.74471, 3.92075)  0.003
H (0.64743, -1.82963, 3.53714)  0.059
C (2.77302, -0.19840, 3.72992)  0.092
H (0.23779, -1.92612, 5.28033)  -0.002
H (1.79024, -2.58804, 4.67339)  0.005
H (2.30557, -0.15477, 2.70874)  0.002
C (-0.62329, 2.17323, 5.44706)  0.151
C (-2.82631, 2.72916, 3.32627)  0.031
H (-3.19751, 2.75476, 4.35575)  0.003
H (-3.39645, 3.44950, 2.72797)  -0.003
C (-1.35481, 3.10469, 3.26798)  -0.136
H (-1.39372, 3.93835, 1.31630)  -0.018
C (-1.23394, 4.47873, 3.90875)  0.045
H (-0.19405, 4.80003, 4.00264)  0.007
H (-2.97632, 1.72927, 2.91143)  0.020
H (-1.04933, 2.19929, 1.31497)  -0.002
H (-1.70960, 4.51831, 4.89209)  0.006
H (-1.75383, 5.20281, 3.27290)  0.000
C (-0.84507, 3.14345, 1.84333)  0.079
H (0.22552, 3.37440, 1.81056)  0.012
C (0.54375, -2.34914, -6.18457)  -0.371
N (0.81187, -2.14894, -4.84124)  0.466
H (-0.48044, -0.98222, -7.58689)  0.681
N (-0.22973, -0.40890, -5.51424)  0.884
H (0.86293, -3.22469, -6.71708)  0.137
C (1.58779, -3.04171, -3.96763)  -1.793
C (1.94480, -4.30365, -4.72341)  0.812
C (2.84977, -2.30729, -3.53203)  0.429
H (2.58459, -4.08360, -5.58622)  -0.115
H (2.50799, -4.96819, -4.05672)  0.037
H (1.05006, -4.84398, -5.05361)  -0.039
H (1.27158, -4.00611, -2.06939)  0.007
H (-0.19412, -3.85175, -3.07123)  -0.005
H (2.59894, -1.38569, -2.99438)  0.075
C (0.72489, -3.34313, -2.75354)  0.229
H (3.47701, -2.07944, -4.40428)  -0.037
H (3.42534, -2.95734, -2.85956)  0.000
H (0.48132, -2.41871, -2.21914)  0.043
C (-0.11676, -1.24474, -6.61257)  -0.082
C (0.31465, 1.94022, -5.20113)  1.575
H (1.06137, 1.94658, -6.00734)  -0.226
H (-0.12529, 2.94484, -5.13483)  -0.050
C (-0.79486, 0.94362, -5.51399)  -5.228
H (-2.25716, 2.00939, -4.35240)  0.003
C (-1.38776, 1.24147, -6.87306)  2.614
H (-2.18263, 0.53479, -7.13762)  -0.102
H (0.79830, 1.70276, -4.24729)  0.188
H (-1.40569, 0.71486, -3.45905)  0.089
H (-0.61803, 1.23508, -7.65376)  -0.192
H (-1.82830, 2.24593, -6.85531)  -0.145
C (-1.84876, 0.99232, -4.42089)  0.952
H (-2.66957, 0.30510, -4.66498)  -0.012
C (0.30687, -0.97483, -4.41138)  0.123
F (-2.75346, -2.75340, 3.46840)  0.005
C (-2.90774, -1.40645, 3.41448)  0.032
F (-4.16165, -1.09499, 3.84034)  -0.002
F (-2.04421, -0.86495, 4.33751)  -0.052
C (-2.65429, -0.85974, 1.96970)  0.082
O (-3.27399, -1.43636, 1.09194)  0.033
O (-1.86047, 0.17029, 1.88095)  -0.034

***

Formula: C5H16N2O
Source: the Open Molecules 2025 dataset
Level of theory: ωB97M-V/def2-TZVPD

Properties
ΔE to the lowest compared entry with this formula, charge and spin	194.6	kJ/mol
SMILES	CCCNCCN.O
Kohn-Sham gap	0.335	hartree

Last column: Mulliken charge in e.
Positions of all 24 atoms, in Å:
C (-1.47105, 0.55225, 3.53016)  -1.193
C (-0.71033, 0.65403, 2.20929)  -0.142
C (-1.58148, 0.72223, 0.93347)  -0.771
N (-0.94180, 1.36301, -0.20525)  -0.330
C (0.42355, 0.86932, -0.42025)  -0.204
C (0.86655, 1.31322, -1.85676)  -0.688
N (1.75858, 0.50551, -2.69563)  -0.649
H (-1.50230, -0.42606, 4.03554)  0.299
H (-0.87988, 1.24609, 4.15552)  0.309
H (-2.45514, 1.07214, 3.50107)  0.314
H (0.12274, -0.07264, 2.43541)  0.285
H (-0.19941, 1.63777, 2.11568)  0.248
H (-2.55521, 1.13917, 1.18493)  0.458
H (-1.83874, -0.35916, 0.77998)  0.233
H (-1.05080, 2.35977, -0.31715)  0.251
H (1.05309, 1.24500, 0.39003)  0.248
H (0.43435, -0.25446, -0.55014)  0.133
H (-0.07072, 1.32152, -2.44477)  0.377
H (1.21675, 2.37751, -1.93990)  0.317
H (1.30297, -0.34440, -2.98597)  0.274
H (2.64179, 0.05320, -2.26569)  0.231
O (1.23245, -4.91370, -1.46370)  -0.641
H (1.33762, -5.01524, -0.50721)  0.321
H (2.09895, -4.64946, -1.78778)  0.318

***

Formula: C4H7N3
Source: the Open Molecules 2025 dataset
Level of theory: ωB97M-V/def2-TZVPD

Properties
ΔE to the lowest compared entry with this formula, charge and spin	138.1	kJ/mol
SMILES	Nc1c[nH]c(N)c1
Kohn-Sham gap	0.288	hartree

Last column: Mulliken charge in e.
Positions of all 14 atoms, in Å:
N (-1.55091, -0.47460, 1.87577)  -0.550
C (-0.61043, -0.41413, 0.85142)  0.766
C (0.75752, -0.31877, 1.09475)  -0.737
N (1.34658, -0.22274, -0.18410)  -0.108
C (0.39187, 0.03863, -1.08341)  0.158
N (0.70328, 0.79867, -2.21091)  -0.578
C (-0.85106, -0.28453, -0.54650)  -0.715
H (-1.15037, -0.88637, 2.70678)  0.254
H (-2.43742, -0.89916, 1.64303)  0.253
H (1.14374, 0.49897, 1.69502)  0.146
H (2.33613, -0.13970, -0.34325)  0.214
H (1.63860, 1.18168, -2.13617)  0.257
H (0.04462, 1.56779, -2.25202)  0.264
H (-1.76214, -0.44572, -1.11040)  0.377

***

Formula: C15H20ClOZr
Source: the Open Molecules 2025 dataset
Level of theory: ωB97M-V/def2-TZVPD

Properties
net charge	-1
Kohn-Sham gap (alpha / beta)	0.103 / 0.103	hartree

Last column: Mulliken charge in e.
Positions of all 38 atoms, in Å:
Zr (-0.52515, -0.97244, 0.67950)  0.672
C (-2.54267, -2.16518, 0.12506)  -0.363
C (-2.87120, -0.77028, -0.00006)  -0.783
C (-2.12107, -0.23162, -1.09385)  -0.444
H (-3.62155, -0.23342, 0.57632)  0.410
C (-1.33553, -1.29050, -1.66034)  -0.451
C (-1.61681, -2.48693, -0.91999)  -0.664
H (-1.29180, -3.49145, -1.18757)  0.486
H (-3.01039, -2.87275, 0.80928)  0.302
H (-2.24727, 0.76106, -1.52059)  0.551
H (-0.73563, -1.21600, -2.56679)  0.320
C (1.02452, -2.19115, 2.09472)  -0.616
C (0.62914, -3.07079, 1.03656)  -0.559
C (1.17187, -2.55407, -0.19123)  -0.583
H (0.12041, -4.02699, 1.16369)  0.386
C (1.84503, -1.32577, 0.09738)  -0.308
C (1.76160, -1.10317, 1.51843)  -0.735
H (2.26170, -0.30537, 2.06415)  0.397
H (0.86984, -2.36166, 3.15800)  0.481
H (1.17837, -3.05301, -1.15933)  0.438
H (2.44789, -0.75252, -0.60255)  0.574
O (-0.02389, 1.04421, 0.42551)  0.026
C (0.83480, 2.13977, -0.53613)  1.538
C (-0.10368, 3.24977, -0.05221)  -0.859
C (0.72447, 1.68789, -1.96117)  -1.632
C (2.22056, 2.20922, 0.04213)  -1.621
C (-0.75449, 2.28488, 0.92399)  -0.696
H (-0.78784, 3.59881, -0.83183)  0.322
H (0.42379, 4.07964, 0.42475)  0.369
H (-0.46972, 2.41533, 1.97151)  0.277
H (-1.82755, 2.11557, 0.79462)  0.308
H (1.22864, 2.43381, -2.58869)  0.489
H (-0.31934, 1.60018, -2.28055)  0.321
H (1.22499, 0.72132, -2.10456)  0.179
H (2.65051, 3.18549, -0.21849)  0.462
H (2.84986, 1.42537, -0.38856)  0.301
H (2.21569, 2.10729, 1.13436)  0.326
Cl (-1.47808, -0.58454, 2.82452)  -0.622

***

Formula: C20H64CdN4O14
Source: the Open Molecules 2025 dataset
Level of theory: ωB97M-V/def2-TZVPD

Properties
net charge	-2
Kohn-Sham gap	0.057	hartree

Last column: Mulliken charge in e.
Positions of all 103 atoms, in Å:
Cd (0.91065, -15.91552, 24.76792)  0.213
O (-0.33794, -14.78435, 26.08456)  -0.342
C (0.34501, -13.55350, 26.16833)  0.926
C (1.31061, -13.21984, 24.98780)  1.080
O (2.04379, -14.28112, 24.35567)  -1.129
H (1.01936, -13.46916, 27.02051)  -0.207
H (-0.45513, -12.91147, 26.53668)  -1.153
H (1.97888, -12.44824, 25.37008)  0.237
H (0.74035, -12.65177, 24.25280)  -0.210
O (2.46819, -8.03099, 24.15215)  -0.933
C (3.05115, -8.89987, 25.16468)  0.193
C (4.22438, -9.95974, 24.80232)  -0.246
O (4.28727, -10.40570, 23.44458)  -0.622
H (2.32223, -9.58345, 25.60001)  -0.436
H (3.26706, -8.30372, 26.05129)  0.380
H (4.11787, -10.79070, 25.49964)  -0.229
H (5.15287, -9.39081, 24.85047)  0.399
C (-0.37370, -19.76271, 26.44481)  -1.618
C (0.11503, -18.27653, 26.36939)  1.005
C (1.59194, -18.13654, 26.71831)  -1.826
O (1.88102, -16.74639, 26.50555)  0.544
C (3.02500, -16.30701, 27.27462)  -1.136
N (-0.02217, -17.79265, 25.01889)  -0.408
H (-0.09919, -20.15818, 25.46688)  0.453
H (-1.45449, -19.72850, 26.58198)  0.387
H (0.25462, -20.15337, 27.24525)  0.375
H (-0.47451, -17.63909, 27.02832)  0.051
H (2.22439, -18.61446, 25.97017)  0.414
H (1.90731, -18.53175, 27.68393)  0.498
H (3.91531, -16.73678, 26.81552)  0.441
H (2.91903, -16.69157, 28.28900)  0.374
H (3.09878, -15.22182, 27.20370)  0.073
H (0.25807, -18.50914, 24.36452)  0.299
H (-1.02505, -17.91126, 25.00219)  0.432
C (-3.56222, -10.65928, 28.84026)  -1.419
C (-2.23094, -11.42315, 28.67424)  2.389
C (-0.88001, -10.74244, 29.21574)  -0.891
O (0.17926, -11.72548, 29.24456)  -0.225
C (1.47925, -11.14873, 28.99566)  -1.030
N (-2.46332, -12.82024, 28.94450)  -0.699
H (-4.29591, -11.18406, 28.22838)  0.309
H (-3.42769, -9.67139, 28.39975)  0.313
H (-3.98488, -10.70896, 29.84375)  0.389
H (-1.99676, -11.43335, 27.60974)  -1.238
H (-0.90332, -10.39756, 30.24949)  0.377
H (-0.68402, -9.82466, 28.66133)  0.335
H (2.30766, -11.85699, 29.00978)  0.284
H (1.60814, -10.68808, 29.97509)  0.459
H (1.61715, -10.55706, 28.09067)  0.312
H (-1.84617, -13.06394, 29.70597)  0.404
H (-1.85384, -13.28118, 28.28407)  -0.147
C (-2.25318, -6.22082, 25.62840)  -1.504
C (-0.93416, -6.98406, 25.81033)  0.452
C (-1.13656, -8.48898, 26.01009)  0.419
O (-1.65477, -9.10004, 24.82943)  -0.426
C (-2.04375, -10.46476, 24.97031)  -0.227
N (-0.06550, -6.73214, 24.64858)  -0.667
H (-2.88305, -6.70480, 24.88198)  0.264
H (-2.19097, -5.20069, 25.24949)  0.425
H (-2.81369, -6.15328, 26.56079)  0.301
H (-0.38272, -6.55563, 26.64727)  0.329
H (-1.73899, -8.64737, 26.90456)  -0.144
H (-0.14958, -8.87378, 26.26682)  -0.052
H (-1.32193, -11.27981, 25.02294)  -0.090
H (-2.86603, -10.64829, 24.27874)  0.465
H (-2.62258, -10.56861, 25.88806)  0.111
H (0.41113, -5.84304, 24.69792)  0.230
H (0.63979, -7.45476, 24.62681)  0.167
C (6.05993, -15.45770, 25.42730)  -0.901
C (6.04881, -14.38388, 24.33708)  0.360
C (5.81936, -15.15384, 23.01391)  -0.693
O (6.13967, -14.18773, 22.02071)  -0.285
C (6.00620, -14.66670, 20.73636)  -0.958
N (4.97564, -13.37171, 24.64373)  0.017
H (6.74487, -16.27041, 25.18552)  0.585
H (5.09018, -15.95496, 25.44725)  -0.500
H (6.43547, -15.05977, 26.37001)  0.394
H (7.03663, -13.92344, 24.35415)  0.281
H (4.75344, -15.38051, 22.99057)  0.135
H (6.46482, -16.02849, 22.93355)  0.673
H (6.47077, -14.07374, 19.94853)  0.243
H (4.98120, -14.92101, 20.46650)  0.296
H (6.46355, -15.65532, 20.69671)  0.404
H (4.11170, -13.88220, 24.75825)  -0.441
H (5.05674, -13.04055, 25.59444)  0.285
O (-0.02319, -14.38020, 29.31318)  -0.849
H (0.33794, -13.50138, 29.42928)  0.547
H (-0.07073, -14.49670, 28.36429)  0.154
O (-2.70328, -16.35752, 27.07553)  -0.725
H (-3.32686, -15.87046, 26.53687)  0.403
H (-1.85612, -15.95430, 26.88587)  0.239
O (-3.16306, -14.21874, 25.40359)  -0.830
H (-3.38196, -13.83993, 26.25496)  0.343
H (-2.22070, -14.38068, 25.44811)  0.272
O (2.84687, -17.01066, 23.76773)  0.862
H (2.76077, -17.31900, 22.86565)  -0.270
H (3.71872, -17.29911, 24.03776)  -0.062
O (3.46579, -12.87017, 22.14567)  -0.563
H (3.09489, -13.26009, 21.35407)  0.220
H (2.83143, -13.07322, 22.83311)  0.034
O (1.41455, -10.61302, 22.37791)  -0.441
H (0.57957, -10.22019, 22.12348)  0.220
H (1.17473, -11.31812, 22.97920)  0.293

***

Formula: C7H14N2O
Source: the Open Molecules 2025 dataset
Level of theory: ωB97M-V/def2-TZVPD

Properties
ΔE to the lowest compared entry with this formula, charge and spin	462.4	kJ/mol
Kohn-Sham gap (alpha / beta)	0.288 / 0.275	hartree

Last column: Mulliken charge in e.
Positions of all 24 atoms, in Å:
C (0.94296, 0.96352, -0.76515)  0.271
C (-0.33972, 0.27977, -0.16312)  2.603
C (-0.02314, -1.07474, 0.44982)  -0.317
C (1.81967, 1.51468, 0.32231)  -1.675
C (-1.01612, 1.18939, 0.85724)  -1.765
C (-1.27420, 0.08339, -1.32319)  -2.088
C (-0.60036, -2.46903, 0.22395)  -2.038
N (1.73362, -0.05437, -1.48363)  -0.104
N (1.69395, -1.17974, -1.22030)  -0.372
O (0.62306, -0.84744, 1.62887)  -0.424
H (0.80565, 1.88539, -1.34650)  0.445
H (1.19980, 2.04195, 1.06949)  0.264
H (2.55126, 2.16809, 0.05118)  0.494
H (2.37039, 0.77316, 0.71275)  0.439
H (-1.59769, 1.84410, 0.26140)  0.469
H (-0.55903, 1.89207, 1.56581)  0.304
H (-1.77077, 0.58504, 1.50978)  0.289
H (-0.85214, -0.40102, -2.16064)  0.494
H (-1.55461, 0.96325, -1.81283)  0.525
H (-2.16175, -0.60073, -1.12259)  0.332
H (-0.61690, -2.71104, -0.75455)  0.466
H (-1.59301, -2.50564, 0.50713)  0.471
H (0.10782, -3.04064, 0.69125)  0.570
H (0.11124, -1.29941, 2.30155)  0.347